#one
A 2-piece molecular cluster, C6H14N2O2 overall, computed with wB97M-V/def2-TZVPD.

Each line ends with the Mulliken charge.
Geometry (Å):
C: -3.259 1.440 0.121  -0.909
C: -3.601 0.492 1.241  0.736
C: -2.950 -1.628 2.267  -0.842
C: 2.312 1.246 -0.002  -0.845
C: 2.469 0.123 -1.001  0.692
C: 4.071 -1.062 -2.404  -0.835
H: -4.162 1.655 -0.413  0.274
H: -2.490 1.014 -0.542  0.264
H: -2.883 2.359 0.563  0.246
H: -2.097 -0.664 0.540  0.180
H: -3.702 -1.296 2.970  0.315
H: -3.212 -2.583 1.829  0.288
H: -2.006 -1.758 2.823  0.277
H: 3.296 1.633 0.365  0.287
H: 1.727 0.880 0.839  0.252
H: 1.729 2.038 -0.511  0.233
H: 4.440 0.553 -1.128  0.226
H: 3.128 -1.523 -2.689  0.317
H: 4.443 -0.513 -3.282  0.298
H: 4.825 -1.796 -2.073  0.253
N: -2.819 -0.604 1.262  -0.171
N: 3.750 -0.128 -1.365  -0.204
O: -4.524 0.660 2.031  -0.658
O: 1.512 -0.538 -1.440  -0.674

SMILES = CNC(C)=O.CNC(C)=O
HOMO-LUMO gap = 10.1 eV

***

#two
One molecule with the formula C6H14N2O2, computed with wB97M-V/def2-TZVPD.

Each line ends with the Mulliken charge.
Geometry (Å):
C: -0.084 1.756 0.501  0.259
C: -1.186 2.250 -0.387  0.244
C: 0.996 0.982 -0.333  -0.848
C: 1.684 -0.319 0.300  -0.889
C: 0.992 -1.682 0.411  -0.538
C: 0.117 -2.012 -0.796  -0.716
H: -1.049 1.631 2.316  0.250
H: -1.379 0.351 1.414  0.180
H: 0.468 2.525 1.045  0.443
H: 1.855 1.610 -0.612  0.418
H: 0.504 0.708 -1.298  0.250
H: 2.317 0.024 1.057  0.513
H: 2.476 -0.508 -0.425  0.481
H: 0.278 -1.694 1.223  0.318
H: 1.853 -2.343 0.646  0.317
H: -0.009 -3.081 -0.926  0.387
H: 0.596 -1.615 -1.694  0.376
H: -2.004 -1.705 -1.183  0.244
H: -1.622 -1.659 0.305  0.189
H: -1.436 0.470 -1.114  0.371
N: -0.663 0.978 1.588  -0.581
N: -1.250 -1.411 -0.632  -0.572
O: -1.544 3.452 -0.419  -0.621
O: -1.909 1.288 -0.986  -0.477

SMILES = NCCCC[C@H](N)C(=O)O
HOMO-LUMO gap = 9.9 eV

***

Tell me which of them is the least stable. Sure, it is #two.

***

#one
A 2-piece molecular cluster, C6H14N2O2 overall, computed with wB97M-V/def2-TZVPD.

Each line ends with the Mulliken charge.
Geometry (Å):
C: -0.914 -2.128 1.498  -1.178
C: -2.153 1.424 1.113  -0.822
C: -1.003 -0.623 1.622  0.479
O: -0.051 0.013 2.035  -0.584
N: -2.172 -0.027 1.206  -0.124
H: -1.411 -2.597 2.352  0.403
H: -2.968 -0.620 1.139  0.223
H: -3.120 1.888 1.303  0.351
H: -1.474 -2.411 0.603  0.343
H: 0.119 -2.452 1.497  0.284
H: -1.430 1.901 1.764  0.286
H: -1.837 1.717 0.105  0.277
C: -0.110 -0.854 -2.183  -1.056
C: 2.338 1.268 -0.241  -0.987
C: 1.732 0.576 -1.438  0.650
O: 2.236 0.597 -2.535  -0.635
N: 0.637 -0.164 -1.124  0.016
H: 0.082 -0.072 -0.293  0.208
H: -1.184 -0.856 -2.000  0.309
H: 2.838 2.193 -0.511  0.332
H: 0.056 -0.502 -3.199  0.371
H: 0.240 -1.888 -2.186  0.327
H: 1.817 1.355 0.713  0.284
H: 3.135 0.589 0.116  0.245

SMILES = CNC(C)=O.CNC(C)=O
HOMO-LUMO gap = 10.1 eV

***

#two
A 2-piece molecular cluster, C6H14N2O2 overall, computed with wB97M-V/def2-TZVPD.

Each line ends with the Mulliken charge.
Geometry (Å):
C: 0.380 -0.936 2.595  -0.792
C: 1.709 2.381 1.520  -0.894
C: 1.148 0.233 2.012  0.631
O: 2.078 -0.187 1.296  -0.624
N: 0.719 1.491 2.024  -0.148
H: 1.086 -1.472 3.171  0.324
H: -0.147 1.776 2.302  0.140
H: 1.416 2.651 0.611  0.339
H: 1.909 3.213 2.189  0.336
H: -0.672 -0.549 3.045  0.232
H: 0.270 -1.637 1.662  0.235
H: 2.677 1.855 1.547  0.298
C: -2.444 -1.675 -0.936  -0.955
C: 0.349 0.390 -2.465  -0.885
C: -0.946 -0.326 -2.214  0.725
O: -1.917 -0.301 -2.982  -0.662
N: -1.035 -1.181 -1.082  -0.238
H: -0.319 -1.080 -0.257  0.162
H: -2.875 -1.026 -0.175  0.315
H: 0.679 0.119 -3.488  0.257
H: -2.901 -1.281 -1.876  0.371
H: -2.623 -2.740 -0.839  0.321
H: 0.249 1.412 -2.481  0.287
H: 0.997 0.069 -1.594  0.227

SMILES = CNC(C)=O.CNC(C)=O
HOMO-LUMO gap = 10.0 eV

***

Tell me which of them is the least stable. Sure, it is #two.

***

#one
A 2-piece molecular cluster, C6H14N2O2 overall, computed with wB97M-V/def2-TZVPD.

Each line ends with the Mulliken charge.
Geometry (Å):
O: -0.428 1.517 0.815  -0.682
C: 0.306 1.781 -0.160  0.695
N: 1.148 2.756 -0.209  -0.215
C: 0.052 1.069 -1.499  -0.840
C: 1.527 3.527 0.957  -0.841
H: 1.402 3.174 -1.107  0.259
H: 0.837 1.401 -2.200  0.307
H: -0.930 1.368 -1.903  0.219
H: 0.084 -0.031 -1.431  0.235
H: 2.585 3.822 1.057  0.282
H: 1.226 2.984 1.869  0.300
H: 0.913 4.439 0.873  0.310
O: -0.985 -4.021 -0.282  -0.671
C: -0.450 -2.967 0.106  0.687
N: -1.054 -1.778 0.263  -0.108
C: 0.999 -2.961 0.508  -0.896
C: -2.436 -1.594 0.024  -0.969
H: -0.461 -0.996 0.553  0.205
H: 1.443 -1.951 0.526  0.248
H: 1.607 -3.601 -0.154  0.302
H: 1.032 -3.378 1.529  0.245
H: -2.740 -2.022 -0.946  0.317
H: -2.610 -0.505 -0.002  0.308
H: -3.067 -2.032 0.815  0.302

SMILES = CNC(C)=O.CNC(C)=O
HOMO-LUMO gap = 9.8 eV

***

#two
A 2-piece molecular cluster, C6H14N2O2 overall, computed with wB97M-V/def2-TZVPD.

Each line ends with the Mulliken charge.
Geometry (Å):
C: -2.014 -0.835 1.266  0.268
C: -0.444 1.305 -1.132  -0.763
C: -2.630 -1.695 0.479  -0.860
O: -2.384 0.456 1.481  -0.528
O: -0.658 2.194 -0.067  -0.534
H: -3.215 0.636 1.019  0.287
H: -1.085 1.711 0.661  0.404
H: -1.119 -1.080 1.819  0.254
H: 0.013 1.905 -1.930  0.326
H: -1.397 0.905 -1.518  0.317
H: -2.265 -2.696 0.365  0.297
H: -0.451 -1.175 -1.849  0.312
H: -3.520 -1.432 -0.070  0.232
C: 1.724 0.498 0.004  0.500
C: 2.043 -0.580 1.033  -1.530
N: 2.872 0.657 -0.884  -0.721
C: 0.491 0.151 -0.812  0.339
N: 0.361 -1.021 -1.254  -0.614
H: 1.563 1.463 0.499  0.377
H: 2.693 1.372 -1.581  0.264
H: 3.048 -0.218 -1.367  0.293
H: 1.297 -0.591 1.821  0.304
H: 3.017 -0.378 1.469  0.423
H: 2.057 -1.551 0.547  0.351

SMILES = [H]/N=C(\CO)[C@@H](C)N.C=CO
HOMO-LUMO gap = 9.6 eV

***

#three
A 2-piece molecular cluster, C6H14N2O2 overall, computed with wB97M-V/def2-TZVPD.

Each line ends with the Mulliken charge.
Geometry (Å):
C: 0.509 0.938 1.036  -0.521
C: -1.985 1.064 -0.259  -1.583
C: 1.934 1.215 0.616  -1.091
C: -0.612 0.668 -0.776  0.826
O: -0.036 1.398 -1.609  -0.805
H: 0.453 0.400 1.985  0.284
H: -0.052 1.864 1.157  0.472
H: -2.009 2.144 -0.125  0.383
H: -2.261 0.600 0.689  0.351
H: -2.732 0.795 -1.015  0.404
H: 2.546 0.309 0.611  0.216
H: 2.432 1.923 1.290  0.410
H: 1.951 1.654 -0.385  0.262
C: -0.038 -1.331 0.434  -0.610
N: -0.960 -1.704 1.339  -0.374
N: 0.762 -1.100 -1.793  -0.740
C: -0.407 -0.871 -0.952  0.622
O: 1.166 -1.814 0.589  -0.564
H: 1.568 -1.655 -0.327  0.488
H: -0.631 -1.904 2.272  0.303
H: -1.867 -1.272 1.280  0.254
H: 0.579 -1.759 -2.537  0.208
H: 0.997 -0.185 -2.195  0.276
H: -1.308 -1.377 -1.323  0.529

HOMO-LUMO gap = 7.8 eV

***

Tell me which of them is the least stable. Sure, it is #three.

***

#one
An isolated ion of composition C2H6ClN2O and charge +1, computed with wB97M-V/def2-TZVPD.

Each line ends with the Mulliken charge.
Geometry (Å):
C: -0.918 -0.075 -0.484  -0.566
C: 0.860 0.147 -0.815  -0.012
N: 1.354 -1.079 -0.371  0.044
N: -0.843 0.089 0.936  -0.124
O: 1.828 -1.203 0.767  -0.269
Cl: 1.521 1.572 0.089  -0.123
H: -1.203 -1.031 -0.948  0.366
H: -1.416 0.727 -1.063  0.339
H: 0.984 0.370 -1.946  0.415
H: -0.159 0.887 1.086  0.236
H: -0.297 -0.673 1.364  0.327
H: -1.712 0.269 1.385  0.366

SMILES = [NH3+]C[C@@H](Cl)N=O
Net charge = +1
HOMO-LUMO gap = 8.9 eV

***

#two
C2H6ClN2O as an isolated structure, computed with wB97M-V/def2-TZVPD.

Each line ends with the Mulliken charge.
Geometry (Å):
C: -1.561 -0.086 0.420  0.404
C: 1.784 0.396 -0.167  -0.602
N: -0.475 0.771 -0.970  -0.141
N: -1.137 -1.290 0.535  -0.199
O: 0.688 0.120 -1.059  -0.255
Cl: -2.938 0.610 0.994  0.000
H: 2.439 -0.309 -0.392  0.283
H: 1.369 0.332 0.851  0.338
H: 2.296 1.330 -0.365  0.296
H: -0.391 1.660 -0.647  0.275
H: -0.190 -1.453 0.158  0.282
H: -1.884 -2.082 0.642  0.319

Net charge = +1
HOMO-LUMO gap (alpha / beta) = 9.4 / 9.4 eV

***

Tell me which of them is the least stable. Sure, it is #two.

***

#one
A 3-piece molecular cluster, C2H8O4 overall, computed with wB97M-V/def2-TZVPD.

Each line ends with the Mulliken charge.
Geometry (Å):
O: 0.223 -0.262 -1.354  -0.562
C: 1.231 0.175 -0.867  0.761
O: 1.118 0.891 0.339  -0.539
C: 2.671 -0.106 -1.060  -0.942
H: 0.185 0.976 0.522  0.448
H: 2.936 -1.169 -1.220  0.277
H: 3.418 0.375 -0.462  0.295
H: 2.898 0.287 -2.135  0.256
H: -1.669 0.053 0.086  0.388
H: -1.176 0.674 1.410  0.308
O: -1.362 0.926 0.536  -0.691
H: -4.111 -0.757 0.915  0.337
H: -3.256 -1.121 2.088  0.291
O: -3.106 -0.943 1.202  -0.628

SMILES = CC(=O)O.O.O
HOMO-LUMO gap = 10.5 eV

***

#two
A 3-piece molecular cluster, C2H8O4 overall, computed with wB97M-V/def2-TZVPD.

Each line ends with the Mulliken charge.
Geometry (Å):
O: 0.442 2.175 -0.321  -0.540
C: 1.270 1.616 0.378  0.692
O: 0.985 1.017 1.597  -0.456
C: 2.677 1.482 -0.046  -0.943
H: 0.015 0.843 1.428  0.352
H: 2.790 1.863 -1.036  0.298
H: 3.479 1.910 0.540  0.326
H: 3.030 0.441 0.131  0.272
H: -0.622 0.388 -2.607  0.313
H: -1.597 -0.358 -3.364  0.309
O: -0.849 -0.509 -2.825  -0.622
H: -4.176 -3.983 2.700  0.328
H: -3.489 -3.640 1.352  0.318
O: -3.956 -3.243 2.072  -0.646

SMILES = CC(=O)O.O.O
HOMO-LUMO gap = 11.5 eV

***

Tell me which of them is the least stable. Sure, it is #one.